A 10-piece molecular cluster, C44H81N3O40S9 overall in a non-equilibrium geometry, computed with ωB97M-V with the def2-TZVPD basis set.

Cartesian coordinates (Å):
C (-3.5354, -5.4316, -2.0846)
C (-3.0720, -4.5662, -2.8248)
C (-2.6723, -3.1993, -3.4728)
C (-1.1253, -2.8251, -3.3307)
C (-0.4657, -3.1963, -1.9346)
C (-0.8395, -2.2275, -0.7288)
C (-2.2615, -2.6876, -0.1635)
C (-2.4624, -2.4550, 1.4042)
C (-3.9781, -1.9185, 1.5854)
O (-2.4441, -3.7539, 2.0970)
O (-0.7506, -0.8192, -1.0406)
C (-0.4829, -0.0272, 0.1314)
C (-0.0693, 1.4882, -0.2171)
O (-1.1412, 2.0813, -0.9805)
C (-1.8855, 2.8782, -0.0042)
C (-3.2432, 3.4717, -0.5730)
C (-4.1886, 3.6821, 0.7238)
N (1.2668, 1.5720, -0.8066)
C (2.2676, 2.2482, 0.0286)
C (2.6326, 1.5189, 1.3987)
C (2.8648, 2.6472, 2.5211)
C (3.2305, 1.9385, 3.9134)
N (3.0748, 2.8168, 5.0899)
C (3.6560, 2.4627, 6.3214)
C (3.4682, 3.4688, 7.4480)
C (2.6008, 4.5297, 6.6771)
C (2.4186, 4.0544, 5.2754)
C (1.3267, 1.8442, -2.2363)
C (1.2424, 3.3715, -2.7061)
O (1.9535, 4.3327, -2.2601)
N (0.3338, 3.7926, -3.8011)
C (0.3111, 2.7956, -4.9036)
C (-1.0128, 4.1523, -3.2850)
H (-4.0925, -6.1835, -1.4613)
H (-2.8699, -3.3139, -4.5947)
H (-3.3281, -2.3314, -3.1403)
H (-0.5800, -3.4257, -4.1394)
H (-0.9927, -1.7318, -3.6161)
H (0.6714, -3.1440, -2.0819)
H (-0.6661, -4.2788, -1.6270)
H (-0.0763, -2.4536, 0.1108)
H (-3.0938, -2.2522, -0.8036)
H (-2.3077, -3.8209, -0.3127)
H (-1.7006, -1.7618, 1.8713)
H (-4.2076, -1.2198, 0.7200)
H (-4.6329, -2.8418, 1.4186)
H (-4.1648, -1.4698, 2.6058)
H (-1.9674, -3.6537, 2.9502)
H (-1.4555, 0.0357, 0.7228)
H (0.3430, -0.4643, 0.8094)
H (-0.0278, 2.0150, 0.8012)
H (-2.1692, 2.2493, 0.9104)
H (-1.2296, 3.7669, 0.2984)
H (-3.8033, 2.7555, -1.2463)
H (-3.0211, 4.4739, -1.0608)
H (-4.4096, 2.6397, 1.1093)
H (-3.5275, 4.2268, 1.4852)
H (-5.1122, 4.2929, 0.4954)
H (1.8311, 3.2748, 0.3190)
H (3.2409, 2.5008, -0.5176)
H (3.6356, 0.9834, 1.2603)
H (1.8435, 0.7717, 1.7136)
H (1.9754, 3.3398, 2.6293)
H (3.7677, 3.2579, 2.1733)
H (2.6438, 0.9680, 3.9776)
H (4.3293, 1.6661, 3.8438)
H (4.2387, 1.5161, 6.5345)
H (3.8533, 3.4360, 8.5011)
H (2.2128, 5.4757, 7.1721)
H (1.8628, 4.6106, 4.4724)
H (0.5363, 1.1912, -2.7434)
H (2.3267, 1.4335, -2.6237)
H (-0.5946, 2.1209, -4.8434)
H (1.2847, 2.1975, -4.9373)
H (0.2620, 3.3256, -5.9175)
H (-1.7763, 3.3170, -3.4116)
H (-0.9367, 4.5066, -2.2020)
H (-1.3852, 5.0343, -3.8855)
O (6.9054, 0.0046, -3.5985)
S (7.1502, 1.3540, -3.9909)
O (8.1834, 1.7163, -4.9001)
O (7.3019, 2.2472, -2.6507)
C (6.3240, 3.2872, -2.6574)
C (5.1546, 2.7378, -3.4572)
O (5.7578, 1.9912, -4.5169)
H (6.7625, 4.1610, -3.1468)
H (6.0379, 3.5487, -1.6388)
H (4.5122, 3.5219, -3.8564)
H (4.5534, 2.0530, -2.8523)
O (-2.7259, -6.0408, -5.4345)
S (-1.9592, -7.1616, -5.0018)
O (-2.3868, -8.0372, -3.9623)
O (-0.4633, -6.6490, -4.6651)
C (0.4810, -7.3554, -5.4761)
C (-0.2737, -7.7193, -6.7427)
O (-1.5906, -8.0558, -6.3025)
H (0.7970, -8.2503, -4.9289)
H (1.3511, -6.7310, -5.6798)
H (0.1809, -8.5559, -7.2721)
H (-0.3518, -6.8617, -7.4178)
O (-1.9657, 5.1648, -5.9699)
S (-2.4554, 4.0254, -6.6682)
O (-2.3895, 2.7057, -6.1416)
O (-1.8020, 4.0237, -8.1491)
C (-2.8389, 4.0525, -9.1314)
C (-3.9993, 4.7719, -8.4661)
O (-3.9842, 4.3207, -7.1111)
H (-3.1028, 3.0208, -9.3788)
H (-2.4974, 4.5642, -10.0309)
H (-4.9548, 4.5444, -8.9369)
H (-3.8442, 5.8545, -8.4637)
O (-2.3156, 8.7091, 0.5200)
S (-1.5307, 7.6061, 0.9647)
O (-1.9492, 6.7346, 2.0125)
O (-0.0438, 8.1494, 1.3041)
C (0.9158, 7.4518, 0.5057)
C (0.1742, 7.0613, -0.7590)
O (-1.1407, 6.7061, -0.3221)
H (1.2431, 6.5682, 1.0609)
H (1.7759, 8.0883, 0.2996)
H (0.6465, 6.2269, -1.2775)
H (0.0852, 7.9102, -1.4428)
O (2.5147, -11.3064, -4.3295)
S (1.8593, -10.3787, -3.4699)
O (1.8883, -8.9689, -3.6901)
O (2.3303, -10.6751, -1.9516)
C (1.1884, -10.9705, -1.1446)
C (0.1731, -11.5771, -2.0970)
O (0.3168, -10.8352, -3.3086)
H (0.8203, -10.0331, -0.7188)
H (1.4575, -11.6529, -0.3386)
H (-0.8462, -11.5049, -1.7199)
H (0.4076, -12.6236, -2.3115)
O (-2.4228, 0.5372, 4.6618)
S (-2.1638, 1.8739, 4.2409)
O (-1.1257, 2.2053, 3.3202)
O (-1.9986, 2.7946, 5.5594)
C (-2.9651, 3.8478, 5.5340)
C (-4.1396, 3.2929, 4.7467)
O (-3.5492, 2.5167, 3.7029)
H (-2.5192, 4.7071, 5.0260)
H (-3.2453, 4.1323, 6.5478)
H (-4.7710, 4.0781, 4.3326)
H (-4.7482, 2.6242, 5.3621)
O (-1.1141, 6.7937, 9.1729)
S (-0.7707, 6.5850, 10.5403)
O (-1.6601, 6.8807, 11.6118)
O (0.6449, 7.3194, 10.8231)
C (1.5964, 6.3622, 11.2906)
C (1.1713, 5.0424, 10.6721)
O (-0.2562, 5.0592, 10.7090)
H (1.5353, 6.3257, 12.3817)
H (2.6049, 6.6504, 10.9946)
H (1.5591, 4.1837, 11.2186)
H (1.4816, 4.9767, 9.6252)
O (2.2604, -3.9805, 0.3776)
S (2.8929, -2.7263, 0.6085)
O (2.1676, -1.5536, 0.9666)
O (3.8255, -2.3869, -0.6698)
C (5.1798, -2.2212, -0.2477)
C (5.3217, -3.0936, 0.9878)
O (4.0829, -2.9500, 1.6845)
H (5.3355, -1.1658, -0.0072)
H (5.8652, -2.5158, -1.0420)
H (6.1557, -2.7889, 1.6187)
H (5.4371, -4.1468, 0.7168)
O (-2.9868, -5.4770, 2.5367)
S (-2.3722, -6.5793, 1.8801)
O (-1.2004, -6.4453, 1.0821)
O (-3.5067, -7.3485, 1.0107)
C (-3.5962, -8.7085, 1.4336)
C (-3.1771, -8.7050, 2.8949)
O (-2.1141, -7.7566, 2.9728)
H (-2.9050, -9.3002, 0.8266)
H (-4.6105, -9.0830, 1.2960)
H (-2.8433, -9.6852, 3.2339)
H (-3.9900, -8.3555, 3.5380)

Atomic forces in eV per Å
C -0.12 0.61 -0.78
C -0.78 0.91 1.33
C 0.12 -0.90 -0.88
C -0.01 -0.87 -0.28
C 1.02 0.97 -0.39
C -0.11 -1.74 1.11
C 0.76 -0.50 0.30
C -1.68 0.46 -0.15
C 0.73 -0.54 -0.63
O 2.33 6.51 -1.45
O 0.73 -0.41 0.52
C -0.27 0.81 0.61
C -0.48 -1.53 1.24
O 0.50 0.62 1.63
C -1.12 0.62 -0.41
C -0.27 0.08 1.01
C 1.46 0.11 -0.51
N 0.30 0.38 -0.63
C -0.02 1.41 1.01
C 0.42 0.78 0.07
C 0.55 -0.75 0.03
C 0.28 0.12 -1.68
N 0.23 0.79 2.97
C 0.39 1.56 3.44
C -2.07 -0.31 -6.38
C 1.38 -2.69 -0.62
C 0.42 1.00 2.85
C 0.48 -0.74 -0.93
C 1.00 3.45 -0.17
O -2.19 -4.03 -0.50
N 0.67 -1.90 1.02
C 0.08 -0.15 -0.76
C -0.59 1.14 0.02
H 1.25 1.18 -1.15
H 0.18 0.16 1.49
H 0.67 -1.42 0.02
H -0.66 0.74 1.14
H -0.15 -1.29 0.65
H -1.47 0.04 0.15
H 0.02 1.57 -0.46
H -1.11 0.29 -1.24
H 0.99 -0.35 0.96
H 0.01 1.60 0.26
H -0.84 -0.64 -0.71
H 0.15 -0.43 1.37
H 0.81 1.26 0.41
H 0.12 -0.45 -1.21
H -0.48 0.08 -0.91
H 1.15 0.06 -0.47
H -1.41 0.51 -1.26
H 0.13 -0.77 -1.24
H 0.69 0.75 -1.22
H -0.81 -1.19 -0.07
H 1.02 0.85 0.42
H -0.51 -1.36 0.32
H -0.08 1.39 -0.27
H -1.21 -0.66 -0.80
H 1.03 -0.85 0.30
H 0.71 -1.11 -0.31
H -1.52 -0.61 0.36
H -1.50 0.39 0.27
H 0.98 0.95 -0.37
H 0.89 -0.97 -0.21
H -1.29 -0.54 0.59
H 0.48 1.32 0.31
H -1.29 0.19 0.24
H -0.91 1.17 -1.03
H -0.54 -0.02 -1.49
H 0.44 -1.36 -1.21
H 0.80 -1.00 0.97
H 0.92 1.25 0.62
H -1.21 0.68 0.45
H 1.19 0.47 -0.01
H -1.32 0.73 0.21
H 0.04 -0.57 1.43
H 1.03 0.83 0.47
H -0.12 -0.74 -1.43
H 0.38 -1.05 0.80
O 0.37 0.40 -0.16
S -0.37 0.26 0.07
O -0.37 -0.39 0.23
O -0.29 -0.62 -0.39
C -0.21 0.67 -0.20
C -0.29 -0.06 0.54
O 0.84 0.01 0.11
H -0.08 0.00 0.03
H 0.15 -0.20 -0.02
H 0.13 -0.11 -0.16
H 0.01 0.07 0.01
O 0.13 -0.47 0.25
S 0.51 0.16 -0.03
O -0.14 0.28 -0.48
O -0.81 0.06 -0.39
C 0.20 -0.79 -0.22
C 0.28 0.65 -0.28
O -0.02 0.00 0.74
H -0.31 0.64 -0.56
H -0.19 0.14 0.15
H -0.24 -0.08 0.13
H 0.04 -0.06 -0.03
O -0.02 -0.46 -0.33
S -0.41 0.14 -0.57
O -0.25 0.55 -0.01
O -0.28 0.33 0.61
C -0.40 -0.36 -0.33
C 0.15 0.54 -0.30
O 0.59 -0.52 0.04
H -0.02 0.06 -0.02
H 0.18 0.01 0.21
H 0.02 -0.12 0.26
H -0.02 -0.04 -0.08
O 0.12 -0.40 0.47
S 0.43 -0.01 -0.38
O -0.12 0.33 -0.39
O -0.70 -0.03 -0.34
C 0.30 -0.56 -0.06
C 0.41 0.42 -0.43
O -0.09 0.05 0.90
H 0.02 0.01 -0.06
H -0.21 0.13 0.13
H -0.20 -0.10 0.07
H 0.06 -0.03 0.03
O -0.04 0.64 0.16
S -0.23 -0.54 0.64
O 0.54 -1.00 0.32
O -0.18 -0.16 -0.78
C -0.51 0.30 0.38
C 0.14 -0.59 0.24
O 0.62 0.63 0.05
H -0.01 -0.06 0.00
H 0.21 0.04 -0.19
H 0.04 0.20 -0.24
H -0.03 0.03 0.07
O 0.43 0.37 -0.29
S -0.45 0.39 0.40
O -0.31 -0.41 0.16
O -0.27 -0.65 -0.49
C -0.14 0.66 -0.24
C -0.31 -0.08 0.58
O 0.92 -0.04 0.09
H -0.07 -0.01 0.03
H 0.18 -0.21 -0.01
H 0.17 -0.13 -0.23
H 0.01 0.08 0.01
O -0.07 0.13 0.56
S 0.37 -0.20 0.01
O 0.12 -0.14 -0.54
O -0.49 -0.40 -0.42
C 0.18 -0.29 0.51
C 0.49 0.03 -0.49
O -0.23 0.71 0.37
H 0.04 -0.03 -0.04
H -0.19 0.16 -0.11
H -0.28 0.02 0.03
H 0.06 -0.03 0.06
O -0.03 0.63 0.04
S 0.45 -0.32 -0.24
O 0.32 -0.66 0.11
O -0.34 -0.41 0.56
C 0.41 0.37 0.21
C 0.27 -0.43 -0.37
O -0.42 0.59 -0.35
H 0.05 -0.05 -0.01
H -0.26 -0.01 -0.07
H -0.25 0.06 0.12
H 0.06 0.06 -0.02
O -1.09 -6.14 0.83
S -0.58 0.14 0.49
O -0.33 0.03 0.42
O 0.18 0.14 0.45
C 0.23 -0.42 -0.07
C -0.51 0.09 0.16
O 0.27 -0.19 -0.69
H -0.04 -0.03 0.04
H 0.03 0.24 -0.05
H 0.19 0.16 -0.01
H -0.03 -0.09 -0.05

Output
**Total energy**: -8482.0942 hartree
**SMILES**: C#CCCC[C@H](C[C@@H](C)O)OC[C@H](OCCC)N(CCCCn1cccc1)CC(=O)N(C)C.O=S1(=O)OCCO1.O=S1(=O)OCCO1.O=S1(=O)OCCO1.O=S1(=O)OCCO1.O=S1(=O)OCCO1.O=S1(=O)OCCO1.O=S1(=O)OCCO1.O=S1(=O)OCCO1.O=S1(=O)OCCO1
**Frontier orbital gap**: 8.12 eV